The following is a DFT calculation (wB97M-V/def2-TZVPD) of an isolated molecule of C4H6O2 at a distorted geometry.

Geometry as XYZ:
```
12
Properties=species:S:1:pos:R:3:forces:R:3
O 2.53775 -0.49175 -0.29453 0.2 0.1 0.5
C 1.80370 0.10185 0.46765 0.3 -1.4 0.6
C 0.41060 0.37201 0.13743 0.8 1.0 -0.7
C -0.47847 -0.47273 -0.77882 0.2 0.2 -0.2
C -1.59285 -0.11153 0.22082 0.1 0.0 0.0
O -0.62469 0.55400 1.08267 0.3 0.3 0.1
H 2.11126 0.67455 1.36850 0.4 -0.3 0.0
H 1.07368 1.36692 -0.21618 -2.8 -0.4 -0.3
H -0.20902 -1.53653 -0.79598 0.1 0.4 0.0
H -0.58317 -0.10427 -1.79608 -0.1 -0.1 0.0
H -2.08955 -0.94462 0.73733 0.3 0.2 -0.1
H -2.35924 0.59211 -0.13281 0.3 -0.1 0.0
```
Forces are in eV/Å.

Properties
relative energy (zero: lowest compared OMol25 entry of this formula, charge and spin) = 69.3 kcal/mol
frontier orbital gap = 10.22 eV
largest force on an atom = 2.85 eV Å⁻¹
E_LUMO = 0.8 eV
charge = 0
structure (SMILES) = O=C[C@H]1CCO1
calculated total energy = -306.39585 hartree